A structure of composition C36H44IrN2O3PS6Te. Source: the Open Molecules 2025 dataset; level of theory: the ωB97M-V functional and the def2-TZVPD basis.

## Properties
Frontier orbital gap, eV: 4.81
Energy above the lowest of the compared OMol25 structures with the same formula, charge and spin, eV: 0.477
2S+1: 1
HOMO energy, eV: -0.93
Charge: -2

The geometry in XYZ format:
```
94
C36H44IrN2O3PS6Te (the ωB97M-V functional and the def2-TZVPD basis)
Ir -1.439 1.475 0.151
Te -1.137 1.975 2.783
S 1.563 3.402 -6.226
S -0.044 1.524 -4.540
S -1.315 0.496 -2.003
S -4.161 2.705 -1.087
S -0.239 3.327 -0.633
S 0.816 3.970 -3.388
P 2.222 -0.592 0.096
O -5.283 2.143 -1.806
O -3.177 3.429 -1.834
O 1.113 0.335 0.443
N -3.451 1.605 -0.158
N -2.103 -0.201 1.139
C 3.925 2.076 -2.576
C -0.055 2.911 -2.312
C 0.262 -4.210 -1.986
C -3.461 -0.171 1.381
C 3.502 0.219 -0.930
C -4.235 0.711 0.606
C 1.645 -2.126 -0.733
C 2.139 -1.244 2.795
C 0.304 -2.568 -0.086
C 0.804 2.992 -4.793
C 3.229 -3.357 3.634
C -6.662 5.375 0.643
C 3.121 -1.087 1.620
C 2.859 1.176 -1.943
C 1.449 -1.968 -2.247
C 4.555 -0.710 -1.586
C -5.448 -0.946 2.515
C -1.323 -0.319 2.307
C -4.056 -0.928 2.397
C -5.620 0.674 0.728
C 2.845 -1.905 3.973
C 4.985 -0.188 -2.959
C -1.858 -1.215 3.344
C 1.138 -3.327 -2.891
C -4.224 4.171 1.240
C -0.480 1.751 -2.866
C -6.111 4.455 -0.238
C -0.585 -3.333 -1.072
C 5.229 1.316 -2.898
C 4.065 -2.307 1.501
C -3.153 -1.556 3.349
C -5.999 5.691 1.822
C 3.436 -3.549 2.126
C -4.784 5.086 2.120
C -4.892 3.864 0.065
C -6.217 -0.173 1.667
H -7.614 5.838 0.414
H 5.884 -0.718 -3.287
H 5.651 1.672 -3.840
H 2.448 -4.039 3.982
H 4.185 -1.733 -1.686
H 0.895 -4.859 -1.369
H -7.298 -0.181 1.752
H -3.563 -2.214 4.109
H 0.512 -3.205 0.781
H -1.316 -3.923 -0.515
H 1.742 -0.263 3.060
H 3.517 2.521 -3.485
H -6.618 4.175 -1.152
H -6.239 1.310 0.114
H 3.725 -0.197 1.835
H 2.332 0.615 -2.718
H 2.073 -3.848 -3.126
H -0.286 -0.496 2.064
H 4.337 -2.502 0.463
H 2.474 -3.740 1.642
H -4.270 5.312 3.046
H 0.630 -3.151 -3.843
H -6.435 6.402 2.514
H 5.005 -2.091 2.022
H 3.743 -1.326 4.214
H -3.288 3.677 1.475
H 4.055 -4.430 1.937
H 2.408 -2.898 -0.567
H 2.327 -1.541 -2.730
H 4.209 -0.397 -3.701
H 5.437 -0.766 -0.940
H 4.012 0.858 -0.196
H 5.984 1.510 -2.127
H 2.212 -1.877 4.862
H -1.176 -1.571 4.110
H 2.101 1.775 -1.437
H 0.625 -1.269 -2.409
H -0.245 -1.695 0.268
H 4.139 2.905 -1.895
H -1.154 -2.618 -1.671
H 1.277 -1.851 2.506
H -5.909 -1.543 3.296
H 4.143 -3.633 4.168
H -0.362 -4.872 -2.592
```

=====

The molecule C20H19FN2O5. Source: the Open Molecules 2025 dataset; level of theory: the ωB97M-V functional and the def2-TZVPD basis.

## Properties
Frontier orbital gap, eV: 9.86
Energy above the lowest of the compared OMol25 structures with the same formula, charge and spin, eV: 0.383
2S+1: 1
HOMO energy, eV: -9.29
SMILES string: O=C(CNC(=O)Cc1ccccc1)NCC(=O)OCC(=O)c1ccc(F)cc1

The geometry in XYZ format:
```
47
C20H19FN2O5 (the ωB97M-V functional and the def2-TZVPD basis)
F -2.928 -0.630 0.298
O 0.823 -3.556 -3.872
O 0.219 0.511 -2.409
O 0.337 3.465 0.950
O 2.507 -1.058 -1.934
O 2.804 0.489 -3.547
N 1.391 1.827 -1.007
N -1.301 2.111 0.202
C 0.268 1.425 -1.608
C -0.885 1.125 3.000
C -0.280 -1.474 3.792
C -0.749 -1.500 0.082
C 2.665 1.178 -1.227
C 0.438 0.714 3.119
C -0.638 2.766 1.173
C 2.609 0.196 -2.402
C -1.191 2.535 2.568
C -1.282 -2.022 -2.596
C 0.238 -2.031 -0.725
C -1.979 -1.214 -0.479
C -0.968 2.239 -1.202
C 0.739 -0.578 3.511
C -0.013 -2.266 -2.074
C -2.274 -1.483 -1.802
C -1.600 -1.073 3.673
C -1.901 0.219 3.274
C 2.418 -2.108 -2.882
C 1.032 -2.738 -3.010
H 3.415 1.940 -1.463
H -0.708 3.247 3.240
H -0.045 -2.482 4.101
H 3.131 -2.885 -2.586
H -1.814 1.903 -1.801
H -2.934 0.522 3.181
H 1.341 2.595 -0.336
H 1.771 -0.886 3.601
H -0.763 3.294 -1.414
H -2.398 -1.767 3.886
H -2.036 1.471 0.458
H 1.230 1.416 2.904
H 2.964 0.626 -0.329
H -1.465 -2.228 -3.639
H 1.203 -2.260 -0.302
H -2.268 2.711 2.574
H -0.572 -1.295 1.126
H -3.253 -1.260 -2.195
H 2.701 -1.729 -3.872
```

=====

A structure of composition C10H27ClIN2P2Rh. Source: the Open Molecules 2025 dataset; level of theory: the ωB97M-V functional and the def2-TZVPD basis.

## Properties
Frontier orbital gap (spin up / spin down), eV: 6.07 / 5.84
2S+1: 5
HOMO energy (spin up / spin down), eV: -12.51 / -15.64
Charge: +2

The geometry in XYZ format:
```
44
C10H27ClIN2P2Rh (the ωB97M-V functional and the def2-TZVPD basis)
I 2.312 1.628 0.002
Rh 0.410 0.031 -0.252
Cl -0.501 -1.854 -1.390
P 1.017 -1.481 1.358
P -0.859 1.261 -1.709
N -3.221 0.532 2.216
N -1.079 0.368 1.010
C 3.419 0.370 -1.429
C 2.317 -2.576 0.735
C -4.538 0.167 1.676
C -0.969 3.024 -1.272
C 1.630 -0.694 2.876
C -0.328 -2.582 1.896
C -2.588 0.710 -1.861
C -3.151 1.103 3.565
C -2.137 0.396 1.516
C -0.157 1.155 -3.371
H -2.996 1.051 -2.822
H -1.503 3.137 -0.321
H -0.178 0.107 -3.687
H 2.446 0.003 2.651
H 3.188 -1.998 0.408
H -2.609 -0.385 -1.823
H 1.912 -3.136 -0.115
H 0.032 3.460 -1.172
H -0.757 1.760 -4.062
H -0.909 -2.880 1.016
H 3.687 1.060 -2.232
H -2.559 0.455 4.230
H 0.878 1.511 -3.373
H -4.749 0.728 0.752
H -2.685 2.100 3.536
H -3.193 1.123 -1.045
H -5.291 0.414 2.430
H -0.978 -2.066 2.612
H 1.986 -1.479 3.557
H 0.812 -0.144 3.356
H -4.172 1.183 3.946
H 2.818 -0.473 -1.789
H -1.526 3.552 -2.057
H -4.584 -0.910 1.453
H 2.610 -3.272 1.532
H 0.106 -3.470 2.376
H 4.315 0.040 -0.895
```